[1]
ORCA calculation (ωB97M-V/def2-TZVPD) on 2 unconnected molecules or ions with the total composition C10H17NO at a distorted geometry.

Its total charge is 0. The structure (SMILES) is C=C1CCC[C@@H]1C.C1=NOCC1. The HOMO-LUMO gap is 10.05 eV.

CARTESIAN COORDINATES (ANGSTROEM)
C -0.65735 1.34315 1.60542
C -0.56462 1.30854 0.30776
C -0.83612 0.11646 -0.62510
C -1.25568 0.74198 -1.95301
C -0.42408 1.98986 -1.96140
C -0.22540 2.56860 -0.51039
C 1.14828 3.12414 -0.29473
H -0.79167 0.59652 2.23147
H -0.59599 2.30108 2.18305
H -1.54177 -0.49794 -0.14239
H 0.14137 -0.35092 -0.73685
H -2.28679 0.99212 -1.96956
H -1.09406 0.10788 -2.73225
H 0.44028 1.75433 -2.48496
H -0.92502 2.83283 -2.64346
H -1.12057 3.25472 -0.43420
H 1.35237 3.47627 0.76935
H 1.24174 3.98011 -1.05969
H 1.91545 2.31474 -0.49508
C 0.40261 -2.03983 1.67810
N -0.78866 -2.46663 1.77593
O -0.93223 -3.76285 1.13343
C 0.38835 -4.20122 0.72618
C 1.34873 -2.97935 0.91722
H 0.76564 -1.13847 2.36134
H 0.42014 -4.53995 -0.31221
H 0.65539 -5.00198 1.23501
H 1.57490 -2.63271 -0.07689
H 2.24477 -3.19147 1.50792

[2]
ORCA calculation (ωB97M-V/def2-TZVPD) on a single C7H11NO molecule at a distorted geometry.

Its total charge is 0. The structure (SMILES) is CN1[C@H]2[C@@H]1CC[C@@]21CO1. The HOMO-LUMO gap is 9.79 eV.

CARTESIAN COORDINATES (ANGSTROEM)
C -0.56183 2.46487 0.59536
N -0.24752 0.98447 0.49574
C 0.16426 0.57001 -0.70969
C 1.17896 0.67469 0.32001
C 1.09849 -0.70923 1.05007
C -0.15100 -1.48820 0.46946
C -0.06151 -0.99658 -0.95404
C -0.95294 -1.52585 -1.72236
O 0.36264 -1.69957 -1.96090
H -0.17306 2.63785 1.71924
H 0.06931 2.73930 -0.51853
H -1.85566 2.66735 0.72197
H 0.15224 1.29054 -1.47505
H 1.99888 1.41464 0.88644
H 0.73088 -0.59579 2.22700
H 2.17107 -1.10950 1.11736
H 0.18822 -2.58232 0.57720
H -0.94590 -1.15409 0.90581
H -1.45097 -2.58350 -1.39602
H -1.71455 -0.99910 -2.34906

[3]
ORCA calculation (ωB97M-V/def2-TZVPD) on a molecular structure, C28H31ClN6O6PdSTe.

As for the multiplicity: 5. Its expectation value of S² is 6.02. Its total charge is +2. The HOMO-LUMO gap (alpha / beta) is 8.45 / 5.73 eV.

CARTESIAN COORDINATES (ANGSTROEM)
Pd -0.33600 -0.65545 -1.24417
S 2.75520 -3.93361 4.83783
N 1.88126 -4.57308 3.64869
C 1.64503 -3.59978 2.78238
C 0.89659 -3.72927 1.54323
C 0.33377 -4.93117 1.10030
C -0.35319 -4.95072 -0.09018
C -0.46935 -3.76922 -0.82249
N 0.06523 -2.63228 -0.40602
C 0.73802 -2.59123 0.75946
C 1.30263 -1.30167 1.17118
N 1.08266 -0.23987 0.37168
C 1.60319 0.94308 0.67589
C 2.36903 1.13901 1.82212
C 2.58365 0.07158 2.66820
C 2.04351 -1.17620 2.34574
C 2.20720 -2.36106 3.16932
N 2.86001 -2.41371 4.32042
H 0.45150 -5.82347 1.70157
H -0.80100 -5.85861 -0.46799
H -0.99468 -3.73397 -1.76789
H 1.37957 1.74845 -0.01158
H 2.77503 2.11758 2.03579
H 3.16308 0.17613 3.57689
O -1.95440 -0.81825 0.18395
C -2.40669 -0.27579 1.21759
C -3.79994 -0.59181 1.67516
C -3.85623 -1.31006 3.05414
C -2.52170 -1.40054 3.79762
C -2.00717 -0.05620 4.31580
C -2.10507 1.04790 3.26435
N -1.68387 0.57921 1.94083
H -4.25136 -1.20112 0.89693
H -4.35222 0.35085 1.70686
H -4.23088 -2.31927 2.89144
H -4.59082 -0.80914 3.68635
H -1.77190 -1.85829 3.14045
H -2.62985 -2.08569 4.63865
H -0.97319 -0.16364 4.65290
H -2.58783 0.25854 5.18520
H -1.48814 1.90586 3.52379
H -3.12860 1.41208 3.18211
H -0.72068 0.69914 1.66383
Te 2.05896 0.12726 -3.59527
C 3.43934 1.18397 -2.50164
C 4.70339 0.61935 -2.28394
C 5.64435 1.32667 -1.55727
C 5.33330 2.58729 -1.05917
C 4.07630 3.14833 -1.27670
C 3.12209 2.45060 -1.99249
H 4.95395 -0.35446 -2.68747
H 6.62528 0.90285 -1.39090
H 6.07881 3.14226 -0.50518
H 3.85026 4.13474 -0.89405
H 2.14143 2.87783 -2.15414
C -2.49646 3.50872 -3.83118
N -1.24089 2.86359 -3.42525
C -0.15245 2.95929 -4.38903
C -1.15795 2.16846 -2.30452
C -2.34297 2.19473 -1.38864
O -0.11352 1.52112 -1.97498
H -2.30704 4.07854 -4.73554
H -2.85761 4.19252 -3.06669
H -3.26132 2.76364 -4.04731
H -0.00587 4.00480 -4.65598
H -0.38562 2.38259 -5.28291
H 0.76247 2.58259 -3.94652
H -2.59635 3.22052 -1.11977
H -2.10504 1.64243 -0.48863
H -3.21032 1.74359 -1.87152
O -2.04296 -0.46016 -2.85451
Cl -1.35646 -1.06347 -4.02501
O -0.70456 -0.01057 -4.77497
O -2.26724 -1.80308 -4.80733
O -0.30668 -1.92176 -3.44979

[4]
ORCA calculation (ωB97M-V/def2-TZVPD) on 4 unconnected molecules or ions with the total composition C9H25NO4 at a distorted geometry.

Its total charge is 0. The structure (SMILES) is CC1(C)CCCC(C)(C)N1O.O.O.O. The HOMO-LUMO gap is 8.54 eV.

CARTESIAN COORDINATES (ANGSTROEM)
C 0.69659 1.40091 -0.10099
C -0.57616 0.65987 0.29181
C -0.40720 0.01744 1.66976
C -1.71706 1.67966 0.37255
C -3.12905 1.10355 0.33726
C -3.31658 0.07655 -0.74507
C -2.20784 -0.96715 -0.82991
C -2.36809 -2.06554 0.22036
C -2.27951 -1.61459 -2.21694
N -0.91445 -0.25674 -0.79953
O 0.14790 -1.20130 -0.97072
H 0.62834 1.65705 -1.16470
H 0.70287 2.38227 0.38122
H 1.58945 0.80697 0.05895
H -1.27650 -0.58747 1.91536
H 0.44686 -0.67025 1.73120
H -0.21046 0.78102 2.41823
H -1.56462 2.30554 1.25050
H -1.60636 2.30602 -0.52276
H -3.40433 0.74617 1.33560
H -3.76689 1.97933 0.18126
H -3.43347 0.55215 -1.72453
H -4.26340 -0.46248 -0.62695
H -3.04967 -2.84712 -0.13605
H -2.81512 -1.73407 1.16046
H -1.42928 -2.58191 0.41297
H -1.84584 -0.93541 -2.95070
H -3.30865 -1.86322 -2.48171
H -1.68876 -2.53091 -2.26535
H 0.43877 -1.44972 -0.08023
O 4.41947 0.37442 -0.54175
H 5.37996 0.43963 -0.48178
H 4.22192 0.44618 -1.48071
O 3.01336 -0.84460 1.47012
H 3.52109 -0.28253 0.85710
H 3.63652 -1.50730 1.77901
O 7.52516 1.45556 0.50412
H 7.48561 1.27142 1.44800
H 6.72541 1.96064 0.32454